# C25H19BrMnNO9S2

A structure of composition C25H19BrMnNO9S2 at a distorted geometry (ωB97M-V/def2-TZVPD, OMol25).

As for the multiplicity: 5. As for the lowest unoccupied orbital energy (alpha / beta): -3.89 / -1.12 eV.

Geometry as XYZ:
```
58
C25H19BrMnNO9S2 (ωB97M-V/def2-TZVPD)
Mn 2.612 -7.296 16.182
O 3.186 -4.349 21.686
C 3.036 -5.014 20.694
C 1.967 -4.823 19.718
O 1.194 -3.870 19.699
C 2.206 -5.743 18.601
C 3.234 -6.709 18.960
O 3.620 -7.561 18.102
C 3.687 -6.482 20.322
O 4.407 -7.222 21.003
O 1.600 -5.853 17.503
Br -1.223 -7.206 16.041
C -0.295 -8.833 16.183
C -1.012 -10.006 16.719
C -0.356 -11.195 16.762
C 0.983 -11.334 16.384
C 1.616 -10.152 15.998
N 1.031 -8.950 16.029
C 3.037 -10.077 15.670
O 3.790 -11.091 15.679
O 3.483 -8.872 15.455
H -2.091 -9.918 16.991
H -0.945 -12.087 16.912
H 1.537 -12.275 16.396
C 8.080 -7.029 14.326
S 7.120 -6.356 12.921
O 8.072 -5.796 11.922
C 6.419 -7.904 12.285
C 6.630 -8.349 10.957
C 6.073 -9.591 10.597
C 5.319 -10.260 11.565
C 5.151 -9.839 12.846
C 5.637 -8.584 13.174
H 9.129 -6.669 14.284
H 8.001 -8.146 14.549
H 7.626 -6.487 15.218
H 7.158 -7.731 10.186
H 6.312 -10.098 9.663
H 4.768 -11.165 11.295
H 4.679 -10.502 13.572
H 5.448 -8.103 14.166
C 1.015 -5.295 12.629
S 1.597 -5.047 14.287
O 2.613 -6.183 14.531
C 2.632 -3.687 13.983
C 3.253 -3.462 12.764
C 4.036 -2.401 12.602
C 4.206 -1.542 13.707
C 3.673 -1.812 14.921
C 2.867 -2.878 15.095
H 1.669 -5.750 11.922
H 0.555 -4.400 12.229
H 0.173 -6.065 12.732
H 3.178 -4.166 11.910
H 4.515 -2.097 11.680
H 4.926 -0.696 13.509
H 3.910 -1.098 15.714
H 2.386 -3.135 16.021
```